The following is a quantum chemistry calculation of 14 unconnected molecules or ions with the total composition C43H72N14O5P at a distorted geometry, from the OMol25 dataset.

Summary:
F_max: 0.0447 hartree/bohr
frontier orbital gap: 6.0 eV
E_HOMO: -4.50 eV
net charge: -1

```
135
Properties=species:S:1:pos:R:3:lowdin_charge:R:1
P -0.349 -2.853 -0.797 0.6756
O -1.509 -3.600 0.313 -0.3264
O -3.101 -1.976 -0.951 -0.1769
O -1.830 -6.817 -0.741 -0.0756
O 0.803 -2.257 -1.970 -0.2990
O -0.733 -4.160 -1.947 -0.3003
N 3.413 -0.827 -6.990 0.1182
N 6.621 4.081 -5.790 0.1081
N 0.690 2.157 -2.109 -0.0990
N 0.280 5.424 1.390 0.1520
N -4.383 5.933 -0.878 0.1082
N 1.269 -4.041 3.038 0.1564
N 4.336 -0.526 -1.413 0.1469
N -6.085 5.237 4.790 0.1108
N -0.521 4.966 -5.757 0.1472
N 0.548 -4.454 7.917 0.1484
N 0.919 -2.121 12.164 0.1137
N 4.823 -5.688 -0.339 0.1505
N 1.892 2.177 2.516 0.1656
N -0.981 9.282 -1.582 0.1471
C 0.652 -4.401 3.936 -0.2740
C -6.086 6.052 2.311 -0.0776
C 1.281 0.424 -0.380 -0.1819
C 5.340 -2.729 -0.419 -0.0859
C 4.912 2.119 -5.581 -0.0778
C -1.046 10.069 -4.067 -0.0635
C 0.001 -1.606 0.612 -0.2454
C -1.251 -4.907 0.674 -0.2708
C -4.129 1.481 0.181 -0.1076
C -1.009 9.629 -2.676 -0.2523
C -1.840 -1.894 -1.607 -0.1994
C -0.153 -1.352 9.914 -0.0746
C -6.083 5.596 3.700 -0.2897
C 1.407 -6.707 8.909 -0.0557
C -3.420 -0.886 -0.130 -0.2580
C 1.423 5.374 1.303 -0.2772
C 1.372 -0.382 -5.428 -0.0516
C 4.770 -1.504 -0.989 -0.2553
C 1.525 -3.399 -2.376 -0.2724
C -3.647 0.446 -0.851 -0.2319
C 2.876 5.300 1.182 -0.0777
C -3.568 -5.179 -0.329 -0.0521
C -0.683 3.802 -2.726 -0.1288
C 1.924 1.328 3.287 -0.2552
C 1.091 0.768 -1.847 -0.1513
C -0.159 -4.859 5.061 -0.0897
C 0.005 -0.103 0.328 -0.2314
C -1.840 6.485 -0.689 -0.1028
C -2.357 -5.906 0.242 -0.3865
C 0.597 4.325 -2.426 -0.1372
C 4.153 -6.621 -0.314 -0.2389
C 5.868 3.219 -5.697 -0.2893
C 0.448 -1.783 11.174 -0.2910
C -2.999 4.503 -6.428 -0.0696
C -1.608 4.767 -6.064 -0.2865
C 1.433 3.298 -2.055 -0.0986
C 0.926 -5.445 8.354 -0.2407
C 2.512 -0.641 -6.303 -0.2793
C -0.571 2.438 -2.506 -0.1040
C 3.324 -7.822 -0.303 -0.0571
C 0.504 -4.589 -2.452 -0.2676
C -3.263 6.175 -0.790 -0.2726
C 1.932 0.243 4.264 -0.0559
H -2.697 -6.487 1.106 0.1226
H 4.628 -3.543 -0.467 0.0097
H 0.886 5.364 -2.514 0.0879
H 1.357 -0.599 3.879 0.0771
H -1.365 1.721 -2.636 0.1029
H 2.423 -3.609 -1.784 0.0810
H 5.128 1.533 -4.689 0.0823
H 2.306 -7.022 8.382 0.0851
H -1.545 4.346 -3.070 0.0751
H 0.005 0.401 1.306 0.0793
H -3.494 1.433 1.069 0.0723
H -0.300 -5.316 0.339 0.0943
H 3.641 -8.479 0.505 0.0802
H 2.049 0.592 -2.345 0.0950
H -0.139 9.750 -4.578 0.0844
H 0.351 -4.740 -3.534 0.1005
H 6.233 -3.006 -0.974 0.0786
H -1.625 6.936 0.275 0.0643
H -0.151 -4.118 5.849 0.0294
H 1.384 0.660 -5.108 0.0782
H 0.641 -7.473 8.799 0.0843
H 3.324 5.163 2.164 0.0753
H 2.024 -0.368 -0.307 0.0712
H -4.401 -5.865 -0.497 0.0731
H -1.256 5.571 -0.790 0.0401
H 0.336 0.128 -2.293 0.0918
H -1.559 7.179 -1.475 0.0255
H -2.683 0.813 -1.212 0.0569
H -1.909 9.635 -4.568 0.0819
H 0.238 -5.795 5.447 0.0662
H 2.474 3.289 -1.781 0.1101
H -1.221 -1.562 9.923 0.0825
H -3.289 -4.641 -1.236 0.0748
H -3.566 5.432 -6.419 0.0779
H -6.938 5.626 1.785 0.0808
H -4.062 2.499 -0.205 0.0577
H 0.969 -1.872 1.055 0.0605
H 3.424 -8.347 -1.251 0.0832
H 0.784 -3.583 -0.277 0.0634
H 1.691 1.266 0.183 0.0750
H 3.901 2.516 -5.510 0.0792
H -1.227 -4.948 1.781 0.0930
H -0.886 0.284 -0.172 0.0738
H -1.185 -5.016 4.728 0.0831
H -2.723 -0.757 0.708 0.1115
H 3.147 4.456 0.550 0.0673
H 2.955 -0.080 4.449 0.0806
H -0.003 -0.283 9.776 0.0805
H 0.881 -5.556 -2.094 0.0949
H -1.998 -6.392 -1.589 0.0700
H 1.936 -3.189 -3.374 0.0958
H 4.980 1.473 -6.454 0.0623
H -3.044 4.067 -7.424 0.0784
H -3.868 -4.405 0.380 0.0822
H -4.358 0.352 -1.671 0.1131
H -1.117 11.154 -4.109 0.0800
H 1.489 0.585 5.198 0.0782
H -0.737 -1.802 1.392 0.0646
H -1.992 -2.406 -2.558 0.0876
H -3.440 3.809 -5.714 0.0834
H 0.443 -0.583 -5.956 0.0856
H 3.255 6.219 0.738 0.0771
H -1.564 -0.868 -1.877 0.0596
H 1.636 -6.580 9.965 0.0852
H 5.606 -2.552 0.622 0.0820
H 2.284 -7.555 -0.160 0.0803
H -6.154 7.137 2.281 0.0791
H -4.379 -1.145 0.341 0.1241
H -5.157 1.265 0.483 0.0666
H 1.428 -1.023 -4.546 0.0691
H -5.172 5.740 1.810 0.0585
H 0.306 -1.890 9.086 0.0565
```



The following is a quantum chemistry calculation of a molecular structure, C36H28NiO5P2S5 at a distorted geometry, from the OMol25 dataset.

Summary:
F_max: 0.0317 hartree/bohr
frontier orbital gap: 5.1 eV
E_HOMO: -0.96 eV
net charge: -2

```
77
Properties=species:S:1:pos:R:3:lowdin_charge:R:1
Ni -0.887 1.001 -0.634 -0.5901
S -1.964 -0.284 -4.877 0.3253
S -2.337 -0.269 -2.007 0.5117
S -4.090 0.805 -2.033 0.1084
S -3.842 2.213 -0.521 -0.1333
S -1.977 3.016 -0.815 0.0121
P 1.002 0.491 -1.137 0.9968
P -1.361 0.329 1.417 1.0321
O -3.203 -1.008 -4.677 -0.3877
O -1.547 0.297 -3.347 -0.7126
O -0.821 -1.121 -5.202 -0.3605
O -2.063 0.930 -5.648 -0.3343
O 1.343 1.575 1.697 -0.0304
C -3.661 0.314 3.218 -0.1027
C 2.582 0.993 -0.244 -0.2190
C -3.456 3.054 3.578 -0.0943
C -2.565 2.391 2.749 -0.1282
C 2.046 2.685 -5.126 -0.1077
C -0.118 0.082 2.782 -0.2362
C 1.334 3.302 -4.108 -0.0841
C 0.875 -3.293 -2.698 -0.0689
C -4.462 2.349 4.227 -0.1172
C 2.201 0.699 -3.780 -0.1034
C 1.439 -1.265 -1.509 -0.3254
C 1.483 1.306 -2.751 -0.3175
C -0.970 -2.468 1.251 -0.0955
C 2.102 0.435 3.699 -0.0154
C -4.558 0.977 4.047 -0.1041
C 2.202 -2.029 -0.628 -0.1092
C 4.964 1.479 -0.302 -0.0943
C -1.334 -3.752 0.871 -0.0932
C 0.535 -0.954 4.881 -0.1006
C -3.187 -1.697 0.773 -0.1531
C 3.665 2.178 1.587 -0.0373
C -0.401 -0.716 3.890 -0.0874
C 2.306 -3.408 -0.777 -0.1173
C 3.825 0.942 -0.877 -0.0758
C 2.480 1.378 -4.958 -0.0931
C 1.054 2.618 -2.935 -0.0941
C 1.135 0.691 2.727 -0.2445
C 1.797 -0.386 4.770 -0.1006
C -3.553 -2.980 0.397 -0.0905
C -1.892 -1.423 1.223 -0.3582
C -2.630 -4.017 0.451 -0.1057
C -2.661 1.012 2.548 -0.3499
C 2.545 1.573 1.022 -0.2601
C 1.634 -4.046 -1.808 -0.1184
C 4.878 2.124 0.925 -0.0994
C 0.774 -1.919 -2.551 -0.0931
H 3.085 0.875 3.620 0.0924
H -4.554 -3.158 0.024 0.1008
H -0.591 -4.541 0.880 0.0933
H -2.912 -5.015 0.140 0.0888
H 3.891 0.483 -1.855 0.0996
H 0.953 4.307 -4.241 0.0963
H 3.565 2.700 2.530 0.1124
H -3.375 4.127 3.702 0.0953
H 5.755 2.582 1.368 0.0921
H 1.693 -5.123 -1.916 0.0864
H 0.288 -1.589 5.723 0.0915
H -3.755 -0.757 3.090 0.0915
H 2.724 -1.546 0.192 0.0958
H 2.517 -0.333 -3.685 0.0975
H 0.340 -3.769 -3.511 0.1063
H 2.230 3.205 -6.059 0.0877
H -1.808 2.948 2.206 0.0789
H 2.549 -0.572 5.528 0.0927
H -5.176 2.869 4.855 0.0861
H -1.374 -1.188 3.951 0.1045
H 3.015 0.873 -5.754 0.0923
H 0.185 -1.361 -3.270 0.0648
H 5.912 1.421 -0.824 0.0930
H 0.454 3.085 -2.163 0.0501
H -5.336 0.416 4.551 0.0897
H 2.909 -3.981 -0.080 0.0883
H 0.056 -2.274 1.542 0.0991
H -3.901 -0.886 0.674 0.0904
```



The following is a quantum chemistry calculation of C3H6O2 in the gas phase, from the OMol25 dataset.

Summary:
F_max: 0.0080 hartree/bohr
ΔE to the lowest compared entry with this formula, charge and spin: 158.86 kJ/mol
frontier orbital gap: 10.7 eV
E_HOMO: -9.72 eV
SMILES: COCC=O

```
11
Properties=species:S:1:pos:R:3:lowdin_charge:R:1
O 2.690 -0.121 -0.267 0.0563
O -0.707 -0.387 0.751 -0.1858
C 1.568 0.154 0.078 -0.2275
C 0.438 -0.861 0.097 -0.1965
C -1.420 0.546 -0.031 -0.1127
H 0.789 -1.757 0.618 0.1388
H -2.378 0.719 0.463 0.0926
H 1.298 1.183 0.400 0.1261
H -1.599 0.155 -1.043 0.0919
H -0.889 1.507 -0.120 0.0839
H 0.211 -1.139 -0.946 0.1329
```



The following is a quantum chemistry calculation of a molecular structure, C19H11BrN2O6SSe2Te2Ti, from the OMol25 dataset.

Summary:
F_max: 0.0149 hartree/bohr
ΔE to the lowest compared entry with this formula, charge and spin: 76.33 kJ/mol
frontier orbital gap: 5.0 eV
E_HOMO: -1.44 eV
net charge: -2

```
45
Properties=species:S:1:pos:R:3:lowdin_charge:R:1
Te 0.055 6.135 -2.025 0.1301
Te 0.183 4.400 -4.211 0.1071
Br 6.632 2.681 -2.148 0.6967
Se -1.792 5.011 -0.825 -0.0721
Se -1.215 2.577 -3.246 0.0008
Ti -0.896 2.605 -0.638 0.6738
S -1.573 -1.928 0.785 0.5093
O -4.542 0.794 -0.345 0.1105
O 1.197 3.082 -1.440 -0.2086
O -2.695 1.923 -0.956 -0.2886
O 0.511 1.162 -0.671 -0.0930
O 0.267 3.342 0.932 -0.1628
O 1.084 3.029 3.005 0.0610
N -1.628 1.790 1.224 0.0834
N 4.366 -0.382 -0.611 0.0743
C 2.848 1.402 -1.080 -0.0781
C 3.876 2.206 -1.546 -0.0270
C 5.147 1.673 -1.529 -0.6635
C -2.742 1.075 1.200 -0.2071
C -1.110 -6.217 -0.778 -0.1608
C -1.193 1.156 3.445 0.0204
C -2.449 -4.231 -0.456 -0.1583
C 3.132 0.120 -0.625 -0.0456
C -0.868 1.863 2.306 -0.1466
C -1.395 -3.551 0.187 -0.7855
C 0.287 2.816 2.107 -0.5609
C -3.143 0.334 2.292 -0.0537
C 5.353 0.386 -1.057 -0.2057
C -3.440 1.226 -0.123 -0.5325
C -0.051 -5.566 -0.151 -0.1444
C -2.337 0.368 3.421 -0.0490
C 1.456 1.929 -1.070 -0.6047
C -2.310 -5.527 -0.924 -0.1439
C -0.189 -4.269 0.317 -0.1624
H 2.328 -0.511 -0.263 0.1309
H 6.353 -0.035 -1.040 0.0932
H -3.387 -3.703 -0.581 0.0820
H -4.030 -0.276 2.221 0.1164
H -3.151 -6.007 -1.415 0.0815
H 0.900 -6.076 -0.029 0.0817
H -1.001 -7.230 -1.148 0.0713
H -2.598 -0.231 4.284 0.1075
H 3.657 3.205 -1.901 0.1273
H -0.545 1.222 4.308 0.1182
H 0.646 -3.775 0.799 0.0775
```



The following is a quantum chemistry calculation of C5H7Br2NO in the gas phase at a distorted geometry, from the OMol25 dataset.

Summary:
F_max: 0.0593 hartree/bohr
ΔE to the lowest compared entry with this formula, charge and spin: 0.00 kJ/mol
frontier orbital gap: 9.9 eV
E_HOMO: -9.63 eV
SMILES: O[C@@H]1CCN=C(Br)[C@H]1Br

```
16
Properties=species:S:1:pos:R:3:lowdin_charge:R:1
Br -3.932 1.186 0.131 0.6967
Br -2.502 -2.122 -0.124 0.7150
O 0.371 0.420 1.396 -0.0219
N -1.396 1.437 -0.886 0.0485
C -2.083 0.727 -0.162 -0.8278
C -0.157 -0.608 0.606 -0.4414
C -1.678 -0.479 0.562 -0.6872
C 0.059 1.261 -1.016 -0.1481
C 0.432 -0.288 -0.761 -0.1046
H -1.870 -0.400 1.631 0.1028
H 0.591 1.834 -0.304 0.0829
H 0.111 -0.911 -1.537 0.0840
H 0.238 -1.582 0.951 0.1500
H 1.177 0.195 1.816 0.0925
H 0.351 1.833 -2.020 0.1491
H 1.508 -0.357 -0.663 0.1093
```



The following is a quantum chemistry calculation of 2 unconnected molecules or ions with the total composition C5H12NO, from the OMol25 dataset.

Summary:
F_max: 0.0137 hartree/bohr
ΔE to the lowest compared entry with this formula, charge and spin: 158.50 kJ/mol
frontier orbital gap: 6.0 eV
E_HOMO: -2.14 eV
net charge: -1

```
19
Properties=species:S:1:pos:R:3:lowdin_charge:R:1
O 1.224 -1.309 -0.423 -0.3644
N -2.028 1.577 -0.851 -0.1320
C 1.895 -1.876 1.856 -0.1634
C -1.339 0.936 0.205 -0.2720
C 2.253 -1.357 0.428 -0.6191
C -1.225 -0.373 0.369 -0.0146
C -1.207 2.473 -1.632 -0.1553
H -0.455 1.951 -2.242 0.0799
H 3.099 -2.020 0.087 0.0583
H -0.603 -0.741 1.163 0.0233
H 2.784 -2.113 2.452 0.0367
H 2.757 -0.366 0.620 0.0627
H 1.353 -1.099 2.408 0.0330
H -1.786 3.095 -2.319 0.0601
H -0.740 1.580 0.843 0.0968
H 1.210 -2.721 1.740 0.0491
H -0.659 3.147 -0.972 0.0695
H -1.662 -1.050 -0.353 0.0549
H -2.526 0.893 -1.403 0.0966
```



The following is a quantum chemistry calculation of a molecular structure, C3I2O4 at a distorted geometry, from the OMol25 dataset.

Summary:
F_max: 0.0521 hartree/bohr
frontier orbital gap: 5.9 eV
E_HOMO: -0.96 eV
net charge: -2

```
9
Properties=species:S:1:pos:R:3:lowdin_charge:R:1
I 0.847 1.480 -1.658 0.7512
I -1.453 -1.248 -1.532 0.6495
O 1.592 -1.493 -0.780 -0.2012
O -1.850 0.136 1.119 -0.1195
O 1.291 -0.819 1.359 -0.0481
O -0.457 1.877 1.033 -0.1061
C -0.129 0.106 -0.398 -1.0353
C 1.073 -0.838 0.139 -0.9122
C -0.914 0.800 0.719 -0.9783
```